[1]
12
Properties=species:S:1:pos:R:3:nbo_charge:R:1 method="wB97M-V/def2-TZVPD" lumo_energy_ha=0.043 spin_multiplicity=1 homo_lumo_gap_ev=10.281 total_energy_ha=-265.312799 smiles="C1=NC1.C1=NC1"
C -1.913 -0.353 -0.492 0.05
N -1.434 -0.183 0.628 -0.28
C -2.165 0.932 0.004 -0.32
H -1.797 -1.180 -1.230 0.21
H -3.109 1.275 0.550 0.18
H -1.535 1.899 -0.330 0.16
C 1.916 0.433 0.063 0.07
N 0.887 -0.182 -0.155 -0.32
C 2.012 -1.036 0.244 -0.32
H 2.469 1.409 0.137 0.22
H 2.647 -1.547 -0.577 0.17
H 2.022 -1.467 1.159 0.18



[2]
58
Properties=species:S:1:pos:R:3:mulliken_spin:R:1 method="wB97M-V/def2-TZVPD" lumo_energy_ha="-0.228 / -0.288" spin_multiplicity=2 s2=0.7632 homo_lumo_gap_ev="7.820 / 6.904" total_energy_ha=-3070.202917 charge=+2
Ti 1.790 0.910 -0.551 0.00
O 1.228 -1.481 -2.173 0.00
C 0.220 -1.091 -1.647 0.00
O 0.095 0.105 -1.077 -0.01
C -1.002 -1.979 -1.470 0.07
P -1.247 -2.230 0.313 0.55
C 0.263 -2.716 1.107 0.06
C 0.441 -2.391 2.456 0.02
C 1.579 -2.822 3.116 0.00
C 2.535 -3.566 2.433 0.02
C 2.369 -3.867 1.087 0.00
C 1.239 -3.438 0.412 0.02
C -2.600 -3.300 0.657 0.05
C -2.514 -4.227 1.708 0.07
C -3.588 -5.056 1.966 -0.03
C -4.746 -4.955 1.201 0.10
C -4.841 -4.023 0.170 -0.03
C -3.779 -3.185 -0.099 0.08
H -0.850 -2.934 -1.974 0.02
H -1.888 -1.494 -1.882 0.01
H -0.310 -1.817 2.985 -0.01
H 1.714 -2.594 4.165 0.00
H 3.422 -3.905 2.951 0.00
H 3.122 -4.436 0.560 0.00
H 1.122 -3.677 -0.636 0.00
H -1.606 -4.316 2.290 0.01
H -3.523 -5.789 2.758 0.00
H -5.583 -5.608 1.408 0.00
H -5.745 -3.954 -0.418 0.00
H -3.859 -2.455 -0.895 0.01
C -0.016 4.621 -2.677 0.00
C 0.748 3.308 -2.402 0.00
N 0.763 3.009 -0.951 0.00
C 1.498 4.081 -0.245 0.00
C 0.879 5.461 -0.551 0.00
N -0.364 5.240 -1.358 0.00
C -1.304 4.350 -0.605 0.00
C -0.631 2.970 -0.452 0.00
H -0.945 4.459 -3.220 0.00
H 0.588 5.338 -3.229 0.00
H 1.774 3.373 -2.749 0.00
H 0.280 2.476 -2.923 0.00
H 2.537 4.056 -0.561 0.00
H 1.469 3.862 0.820 0.00
H 1.543 6.091 -1.139 0.00
H 0.597 5.998 0.352 0.00
H -0.817 6.139 -1.523 0.00
H -2.232 4.295 -1.170 0.00
H -1.506 4.825 0.353 0.00
H -1.167 2.210 -1.015 0.00
H -0.608 2.662 0.590 0.00
F 4.563 -1.373 2.080 0.00
Te 3.874 0.278 1.551 0.00
F 2.469 1.253 -2.143 0.00
F 5.432 0.564 0.624 0.00
F 1.009 1.190 1.128 0.00
F 3.217 2.013 0.312 0.00
O 2.893 -0.451 0.181 0.00



[3]
19
Properties=species:S:1:pos:R:3:mulliken_spin:R:1 method="wB97M-V/def2-TZVPD" lumo_energy_ha="0.153 / 0.154" spin_multiplicity=2 s2=0.7503 homo_lumo_gap_ev="2.622 / 11.914" total_energy_ha=-198.826019 charge=-1
C 2.316 0.564 -0.314 0.05
C 1.348 -0.384 -1.029 -0.13
C 1.783 0.865 1.090 1.02
H 2.488 1.478 -0.890 -0.34
H 3.284 0.069 -0.180 0.00
H 1.583 -0.635 -2.070 -0.13
H 1.387 -1.344 -0.496 -0.11
H 2.460 1.543 1.606 -0.21
H 0.334 -0.007 -0.971 0.51
H 1.703 -0.089 1.616 -0.21
H 0.806 1.340 1.018 -0.23
C -2.213 -1.131 0.218 0.40
C -2.646 0.298 -0.047 2.49
H -1.503 -1.484 -0.521 0.14
H -1.831 -1.340 1.225 -0.33
H -3.062 -1.832 0.224 -0.18
H -1.998 1.050 0.394 -0.20
H -2.557 0.555 -1.114 -0.33
H -3.681 0.485 0.242 -1.21



[4]
49
Properties=species:S:1:pos:R:3:nbo_charge:R:1 method="wB97M-V/def2-TZVPD" lumo_energy_ha=-0.079 spin_multiplicity=1 homo_lumo_gap_ev=10.821 total_energy_ha=-851.736559 charge=+1
O -0.054 -0.567 0.078 -0.87
H 0.668 -0.251 -0.610 0.57
H 0.322 -0.062 0.943 0.56
H -0.998 -0.499 -0.099 0.57
C 2.769 0.623 1.993 -0.63
C 1.509 0.591 2.964 -0.08
O 0.410 0.912 2.279 -0.73
H 3.637 0.448 2.467 0.23
H 2.807 1.597 1.454 0.22
H 2.721 -0.334 1.281 0.19
H 1.738 1.458 3.773 0.17
H 1.494 -0.452 3.620 0.18
H -0.157 1.165 3.045 0.52
C 0.826 -0.344 -3.232 -0.59
C 1.816 0.816 -2.573 -0.03
O 2.104 0.416 -1.120 -0.81
H 0.767 0.097 -4.221 0.22
H -0.157 -0.187 -2.675 0.21
H 1.127 -1.251 -3.278 0.20
H 1.241 1.780 -2.624 0.19
H 2.678 1.000 -3.005 0.17
H 2.954 0.583 -0.774 0.51
C -2.984 0.176 1.567 -0.68
C -3.586 -0.577 0.374 -0.07
O -2.632 -1.327 -0.328 -0.79
H -2.351 -0.484 2.340 0.23
H -3.736 0.982 2.033 0.26
H -2.267 0.969 1.103 0.21
H -4.113 0.102 -0.426 0.17
H -4.363 -1.389 0.717 0.18
H -2.943 -2.000 -1.001 0.52
C 1.340 -3.306 0.813 -0.63
C 0.929 -4.073 -0.501 -0.06
O 0.385 -3.187 -1.364 -0.73
H 0.429 -3.095 1.498 0.21
H 1.996 -2.360 0.644 0.20
H 2.028 -4.111 1.370 0.22
H 0.216 -4.697 -0.353 0.17
H 1.861 -4.372 -0.812 0.16
H 0.574 -3.510 -2.298 0.47
C -0.423 3.321 -0.188 -0.65
C -1.796 3.356 -0.717 -0.11
O -1.877 2.070 -1.269 -0.74
H 0.046 4.367 0.233 0.22
H 0.208 3.530 -1.141 0.22
H -0.228 2.551 0.612 0.22
H -1.853 4.270 -1.313 0.19
H -2.309 3.380 0.296 0.16
H -2.786 1.891 -1.551 0.48